No. 1
Here is 7 unconnected molecules or ions with the total composition C30H70N4O13 at a distorted geometry from OMol25. Energies are from ωB97M-V with the def2-TZVPD basis set.

Properties
molar mass = 694.905 g/mol
relative energy (zero: lowest compared OMol25 entry of this formula, charge and spin) = 93.8 kJ/mol
SMILES string = COCCOCCOC.COCCOCCOC.COCCOCCOC.CN(C)C=O.CN(C)C=O.CN(C)C=O.CN(C)C=O
frontier orbital gap = 8.85 eV
HOMO level = -8.335 eV
multiplicity = 1
charge = 0

Last column: Mulliken charge in e.
Atoms and positions in Å:
O (-5.42, 2.63, 3.41)  -0.218
O (4.93, -1.39, -3.00)  -0.231
O (5.08, -2.37, 2.60)  -0.509
O (6.85, 0.54, -2.53)  -0.092
O (-0.36, -3.72, 0.86)  -0.471
O (-4.00, 4.24, 1.56)  -0.399
O (-3.78, -0.34, -3.90)  -0.531
O (2.06, -1.99, 3.03)  -0.457
O (-4.20, -3.31, 3.87)  -0.619
O (-2.65, 0.09, -0.01)  -0.572
O (3.31, 0.64, -0.79)  -0.365
O (-5.22, 1.06, 5.70)  -0.281
O (7.81, 1.17, -5.33)  -0.392
N (-2.92, -1.40, 3.75)  0.436
N (-5.82, -1.33, -3.89)  0.149
N (-0.55, 0.34, -0.84)  0.205
N (3.56, 2.76, -1.53)  0.209
C (1.42, -3.08, 2.41)  -0.639
C (0.33, -2.65, 1.42)  1.654
C (4.12, -1.97, 1.62)  -0.261
C (4.75, -3.60, 3.22)  -0.651
C (-6.56, 2.47, 4.25)  -0.547
C (-4.88, -0.46, -4.38)  -0.009
C (6.72, 1.00, -6.19)  -0.714
C (-1.82, -0.11, -0.89)  0.045
C (-3.85, -0.60, 3.01)  -1.017
C (2.90, 3.32, -0.37)  -1.030
C (-1.60, -0.89, 4.09)  -0.925
C (-6.01, -0.14, 5.82)  -0.803
C (-5.67, -1.92, -2.58)  -0.791
C (7.64, 2.16, -4.29)  -0.425
C (3.77, 3.59, -2.71)  -0.642
C (-6.17, 2.11, 5.65)  -0.704
C (-4.77, 5.27, 0.95)  -0.669
C (-3.16, -2.69, 4.07)  -0.045
C (0.32, -0.03, -1.95)  -0.826
C (7.77, 1.54, -2.89)  -0.607
C (3.69, 1.40, -1.64)  -0.107
C (7.25, -0.74, -3.02)  -0.535
C (-5.77, 2.58, 2.05)  -0.642
C (3.99, -2.25, -2.40)  -0.513
C (-0.47, -3.73, -0.56)  -0.398
C (-4.54, 2.94, 1.25)  0.224
C (-7.09, -1.55, -4.54)  -1.015
C (6.26, -1.81, -2.66)  -0.404
C (-0.01, 1.05, 0.32)  0.409
C (2.96, -1.22, 2.26)  0.678
H (4.69, -1.25, 1.03)  0.268
H (-4.66, 2.90, 0.16)  0.470
H (3.81, 4.64, -2.43)  0.353
H (-4.68, -1.82, -2.15)  0.105
H (-5.21, -0.01, -5.33)  0.344
H (4.05, -2.43, -1.32)  0.021
H (0.81, 0.46, 0.70)  -0.304
H (-6.75, -0.05, 6.62)  0.357
H (5.82, 0.63, -5.68)  0.262
H (3.96, -3.23, -2.90)  0.466
H (-7.10, 1.98, 6.21)  0.445
H (-5.82, 5.10, 1.15)  0.273
H (-6.29, -1.49, -1.78)  0.333
H (6.99, 0.35, -7.01)  0.250
H (-1.51, 0.07, 3.56)  0.231
H (2.49, -0.61, 1.48)  -0.913
H (-0.19, -0.14, -2.90)  0.447
H (3.89, -2.78, 0.92)  0.295
H (-1.37, -3.14, -0.80)  0.108
H (3.43, -0.56, 2.99)  0.443
H (-7.84, -2.04, -3.94)  0.382
H (0.33, 2.01, -0.05)  0.017
H (4.41, -4.42, 2.57)  0.238
H (0.90, -3.58, 3.23)  0.422
H (-7.56, -0.60, -4.83)  0.344
H (-5.72, 2.98, 6.15)  0.334
H (7.32, -0.62, -4.11)  0.263
H (-3.73, 2.27, 1.53)  -0.391
H (8.83, 1.43, -2.65)  0.374
H (-7.15, 1.67, 3.79)  0.345
H (4.00, -3.39, 3.99)  0.242
H (-2.31, -3.21, 4.52)  0.395
H (-0.32, -1.90, 1.90)  -0.569
H (3.03, -1.78, -2.59)  0.099
H (6.41, 1.93, -6.68)  0.365
H (-4.86, -0.99, 2.94)  0.193
H (4.16, 1.11, -2.59)  0.389
H (-4.55, 5.31, -0.13)  0.268
H (-3.85, 0.48, 3.18)  0.277
H (-0.86, 1.13, 1.00)  -0.114
H (-6.61, 3.26, 1.88)  0.432
H (-6.92, -2.06, -5.49)  0.326
H (8.54, 2.75, -4.48)  0.310
H (0.96, -0.84, -1.58)  0.217
H (-6.17, 1.61, 1.70)  0.341
H (1.09, 0.74, -2.10)  -0.023
H (6.46, -2.72, -3.23)  0.306
H (-1.40, -0.70, 5.14)  0.371
H (3.26, 4.34, -0.20)  0.402
H (7.37, 2.38, -2.31)  0.316
H (-3.40, -0.56, 2.00)  0.526
H (-7.19, 3.36, 4.25)  0.367
H (-0.70, -4.76, -0.79)  0.341
H (-2.06, -0.77, -1.74)  0.342
H (5.61, -4.00, 3.76)  0.315
H (-4.43, 6.22, 1.37)  0.264
H (-0.83, -1.50, 3.60)  0.220
H (4.69, 3.27, -3.20)  -0.058
H (-5.89, -2.99, -2.68)  0.376
H (-6.54, -0.38, 4.90)  0.265
H (1.85, 3.55, -0.61)  0.396
H (2.96, 3.43, -3.43)  0.322
H (3.03, 2.69, 0.50)  0.263
H (2.01, -3.83, 1.87)  0.262
H (6.73, 2.75, -4.43)  0.242
H (0.31, -3.22, -1.13)  0.150
H (-5.46, -1.06, 6.06)  0.283
H (0.88, -2.03, 0.69)  -0.602
H (8.29, -1.02, -2.79)  0.393
H (6.30, -1.95, -1.57)  0.257

No. 2
Here is a molecular structure, C27H35NO2S6V from OMol25. Energies are from ωB97M-V with the def2-TZVPD basis set.

Properties
molar mass = 648.928 g/mol
relative energy (zero: lowest compared OMol25 entry of this formula, charge and spin) = 0.0 kJ/mol
frontier orbital gap (spin up / spin down) = 6.82 / 7.53 eV
HOMO level (spin up / spin down) = -6.286 / -7.007 eV
multiplicity = 4
charge = 0

Last column: Mulliken charge in e.
Atoms and positions in Å:
V (-0.30, -0.06, -1.10)  1.177
S (-2.80, -1.93, 0.27)  0.454
S (0.01, -1.83, -2.84)  -0.286
S (-0.08, 2.12, 0.08)  -0.317
S (1.85, -0.62, 0.04)  -0.445
S (-2.25, 0.64, -2.51)  -0.448
S (-0.24, -1.09, 2.69)  0.541
O (-1.41, -1.67, -0.29)  -0.778
O (-1.08, 0.05, 2.18)  -0.719
N (0.94, 1.04, -2.59)  0.961
C (-2.49, -2.39, -5.94)  -0.651
C (1.38, -1.08, -3.77)  -1.070
C (2.24, -1.36, 3.81)  0.028
C (1.56, 2.06, 0.80)  0.196
C (2.37, 0.91, 0.70)  0.522
C (3.37, -0.79, 4.68)  -1.324
C (-1.21, -1.80, 4.08)  -1.002
C (2.81, 2.38, -4.13)  -0.545
C (-2.26, -0.52, -3.82)  0.219
C (-2.27, -0.86, 4.64)  -0.063
C (1.11, -0.36, 3.65)  -0.392
C (1.16, 2.35, -2.41)  0.692
C (-3.73, -2.53, -1.14)  -0.833
C (-1.35, -1.58, -3.97)  0.487
C (2.55, 1.04, -4.34)  -1.004
C (3.26, 3.26, 2.02)  -0.834
C (-3.69, -0.39, 0.47)  -0.602
C (-3.39, -1.34, -5.82)  -0.560
C (3.66, 1.01, 1.26)  -0.722
C (-1.48, -2.51, -5.00)  -0.616
C (1.61, 0.40, -3.55)  0.422
C (2.00, 3.20, 1.47)  -0.443
C (4.10, 2.15, 1.90)  -0.545
C (-3.28, -0.43, -4.79)  -0.654
C (2.10, 3.05, -3.15)  -1.087
C (-1.76, 0.21, 5.60)  -1.260
C (0.30, 3.07, -1.42)  -1.133
H (1.33, 4.05, 1.56)  0.495
H (3.60, 4.15, 2.54)  0.386
H (4.30, 0.14, 1.18)  0.477
H (-3.28, -3.47, -1.46)  0.355
H (-1.68, -2.69, 3.67)  0.447
H (-0.49, -2.13, 4.83)  0.465
H (5.09, 2.17, 2.31)  0.414
H (1.43, 0.50, 3.07)  -0.295
H (-4.76, -2.69, -0.82)  0.455
H (0.72, -0.01, 4.61)  0.498
H (3.01, -0.57, 5.68)  0.355
H (-3.99, 0.38, -4.70)  0.460
H (3.08, 0.48, -5.11)  0.507
H (2.28, -1.62, -3.46)  0.477
H (-3.13, 0.20, 1.20)  -0.026
H (-1.10, -0.21, 6.36)  0.315
H (1.22, -1.28, -4.83)  0.609
H (3.75, 0.13, 4.24)  0.226
H (3.56, 2.90, -4.73)  0.416
H (-2.60, 0.68, 6.11)  0.407
H (-2.58, -3.12, -6.74)  0.387
H (2.27, 4.10, -2.96)  0.472
H (-3.02, -1.48, 5.14)  0.450
H (1.87, -2.29, 4.26)  0.354
H (0.74, 4.03, -1.14)  0.556
H (-1.22, 0.99, 5.07)  0.263
H (-4.19, -1.23, -6.54)  0.374
H (-3.76, 0.11, -0.49)  0.244
H (-4.68, -0.65, 0.86)  0.482
H (-0.77, -3.32, -5.06)  0.483
H (2.62, -1.62, 2.82)  0.188
H (-0.68, 3.26, -1.87)  0.485
H (4.19, -1.50, 4.76)  0.393
H (-2.77, -0.38, 3.80)  0.021
H (-3.67, -1.78, -1.93)  0.038

No. 3
Here is 2 unconnected molecules or ions with the total composition CH4O3S at a distorted geometry from OMol25. Energies are from ωB97M-V with the def2-TZVPD basis set.

Properties
molar mass = 96.107 g/mol
relative energy (zero: lowest compared OMol25 entry of this formula, charge and spin) = 509.3 kJ/mol
frontier orbital gap (spin up / spin down) = 7.31 / 7.97 eV
HOMO level (spin up / spin down) = -7.811 / -8.417 eV
multiplicity = 1
charge = 0

Last column: Mulliken charge in e.
Atoms and positions in Å:
S (0.33, -0.12, -2.12)  -0.090
O (-1.30, -0.47, 0.62)  -0.410
O (0.91, -0.81, 0.62)  -0.326
O (0.10, 0.85, -0.68)  -0.199
C (-0.06, 0.02, 0.36)  0.121
H (0.05, 1.39, 1.96)  0.087
H (-1.99, 0.14, 0.58)  0.338
H (0.60, -1.35, 1.43)  0.328
H (1.36, 0.34, -2.77)  0.151

No. 4
Here is 2 unconnected molecules or ions with the total composition C3H6FNO2 at a distorted geometry from OMol25. Energies are from ωB97M-V with the def2-TZVPD basis set.

Properties
molar mass = 107.084 g/mol
relative energy (zero: lowest compared OMol25 entry of this formula, charge and spin) = 577.6 kJ/mol
frontier orbital gap (spin up / spin down) = 9.39 / 6.65 eV
HOMO level (spin up / spin down) = -9.445 / -8.017 eV
multiplicity = 1
charge = 0

Last column: Mulliken charge in e.
Atoms and positions in Å:
F (-1.54, 0.49, -0.47)  -0.264
O (1.18, 1.08, -2.07)  -0.487
O (0.97, 2.58, -0.45)  -0.490
N (0.85, 1.48, -0.97)  0.620
C (-0.49, 0.09, 1.64)  -1.183
C (-0.56, -0.25, 0.22)  0.811
C (0.05, -1.28, -0.69)  -0.980
H (-0.17, 1.08, 1.62)  0.356
H (0.56, -0.87, -1.54)  0.292
H (0.30, -0.42, 2.10)  0.338
H (-0.56, -2.07, -1.20)  0.317
H (-1.40, 0.04, 2.08)  0.370
H (0.80, -1.94, -0.26)  0.300

No. 5
Here is C4H9NO in the gas phase at a distorted geometry from OMol25. Energies are from ωB97M-V with the def2-TZVPD basis set.

Properties
molar mass = 87.122 g/mol
relative energy (zero: lowest compared OMol25 entry of this formula, charge and spin) = 297.4 kJ/mol
SMILES string = C[C@@H](N)CC=O
frontier orbital gap = 10.08 eV
HOMO level = -8.977 eV
multiplicity = 1
charge = 0

Last column: Mulliken charge in e.
Atoms and positions in Å:
O (3.09, 0.09, -0.53)  -0.409
N (-0.36, -0.03, 1.58)  -0.547
C (-1.69, -0.47, -0.41)  -1.198
C (-0.47, 0.35, 0.19)  0.638
C (0.71, -0.25, -0.59)  -1.226
C (2.06, 0.63, -0.39)  -0.114
H (-1.29, -1.20, -1.06)  0.317
H (-0.72, 0.52, 2.29)  0.156
H (0.46, -0.46, 1.88)  0.173
H (-2.33, 0.09, -0.97)  0.345
H (2.16, 1.84, -0.29)  0.273
H (0.68, -0.25, -1.62)  0.565
H (-2.46, -0.94, 0.42)  0.256
H (0.86, -1.35, -0.56)  0.456
H (-0.70, 1.42, 0.06)  0.315

What is the multiplicity in the fifth record? 1

What did the third record say?
Here is 2 unconnected molecules or ions with the total composition CH4O3S at a distorted geometry from OMol25. Energies are from ωB97M-V with the def2-TZVPD basis set.

Properties
molar mass = 96.107 g/mol
relative energy (zero: lowest compared OMol25 entry of this formula, charge and spin) = 509.3 kJ/mol
frontier orbital gap (spin up / spin down) = 7.31 / 7.97 eV
HOMO level (spin up / spin down) = -7.811 / -8.417 eV
multiplicity = 1
charge = 0

Last column: Mulliken charge in e.
Atoms and positions in Å:
S (0.33, -0.12, -2.12)  -0.090
O (-1.30, -0.47, 0.62)  -0.410
O (0.91, -0.81, 0.62)  -0.326
O (0.10, 0.85, -0.68)  -0.199
C (-0.06, 0.02, 0.36)  0.121
H (0.05, 1.39, 1.96)  0.087
H (-1.99, 0.14, 0.58)  0.338
H (0.60, -1.35, 1.43)  0.328
H (1.36, 0.34, -2.77)  0.151

Number 1 is which compound? C30H70N4O13

Look up the relative energy (zero: lowest compared OMol25 entry of this formula, charge and spin) of the fifth one. 297.4 kJ/mol